(1)
Density functional theory data (ωB97M-V with the def2-TZVPD basis set) for a structure of composition C30H71F2N10O13S2V at a distorted geometry.

As for the net charge: +1. The calculation puts the gap between HOMO and LUMO (spin up / spin down) at 2.06 / 2.61 eV. As for the spin multiplicity: 2. Its HOMO energy (spin up / spin down) is -0.3779 / -0.3779 Eh. The expectation value of S² is 0.82. For the lowest unoccupied orbital energy (spin up / spin down), the calculation gives -8.23 / -7.68 eV. The calculation puts the total energy at -126556.948 eV.

XYZ file:
```
129
Properties=species:S:1:pos:R:3:forces:R:3
O -3.098425 0.142948 3.197937 4.38 0.05 1.17
V -1.504697 0.137800 3.350074 -1.97 -0.01 -2.09
N -1.093223 -0.080852 1.339528 -3.77 -1.49 1.94
S -1.594019 -1.225767 0.212946 -8.70 -9.34 -2.78
O -0.956731 -2.575503 0.134384 -0.36 4.84 0.51
O -2.431605 -0.765528 -0.901917 3.23 0.54 1.41
F -2.858166 -1.668062 1.084037 0.39 0.36 1.63
S 0.018573 0.212221 0.385524 13.49 6.26 -4.86
O -0.201312 0.977744 -0.876128 -0.55 -2.51 3.80
O 1.129160 -0.758518 0.455184 -2.97 1.15 -0.39
F 0.747590 1.335110 1.289156 -0.91 0.60 0.46
C 8.747136 2.034343 0.783424 -0.53 -1.84 -0.73
C 7.496809 1.107271 0.952538 -0.60 0.50 1.74
N 6.418003 1.616103 1.858129 -0.07 1.76 0.51
C 6.862394 2.339299 3.088662 0.29 -0.27 -1.19
C 7.635643 1.450545 4.047891 0.42 0.54 0.16
C 5.454160 0.595166 2.143640 -1.14 -0.17 -0.61
C 4.441247 0.441886 0.969883 1.02 -1.09 -0.16
H 9.484330 2.019583 1.586183 -0.61 0.22 0.50
H 8.556930 3.044671 0.421246 -0.17 -0.19 0.10
H 9.279175 1.455916 0.028139 0.27 0.49 -0.52
H 7.022941 0.746837 0.039504 0.07 1.05 -0.52
H 7.736408 0.118430 1.343562 1.09 -0.21 0.49
H 6.043170 2.785672 3.652340 -0.77 -0.57 -0.21
H 7.323517 3.276887 2.778177 0.91 -0.34 -0.13
H 6.940954 0.688721 4.401625 0.24 -0.05 0.37
H 8.030370 2.065599 4.856596 -0.33 -0.15 0.39
H 8.529317 0.962549 3.658922 -0.20 -0.06 -0.48
H 6.000468 -0.297083 2.449477 -0.13 -0.96 -0.59
H 4.831648 0.743413 3.026031 0.17 0.96 0.32
H 4.971199 0.117895 0.074181 0.11 0.25 -0.18
H 3.741098 -0.383143 1.101116 -0.27 0.10 0.41
H 3.904471 1.354248 0.709979 0.12 0.06 0.38
C -3.371585 -4.259962 -1.799613 -1.34 0.06 0.25
O -3.408987 -4.029354 -0.597661 0.30 -0.10 -0.12
N -4.454304 -4.754283 -2.478564 0.86 0.55 -0.34
C -5.674016 -5.165689 -1.793813 0.18 -0.40 0.39
C -4.448593 -5.008482 -3.931908 -0.49 -0.59 0.75
H -2.473609 -4.026550 -2.392378 -0.29 -0.21 -0.28
H -5.841897 -6.236978 -1.904509 -0.08 -0.11 -0.62
H -6.535065 -4.609406 -2.164277 -0.03 -0.08 -0.05
H -5.630737 -5.093865 -0.707043 0.43 0.69 -0.14
H -4.505694 -6.091582 -4.040253 0.26 -0.09 -0.39
H -5.367215 -4.624704 -4.375681 -0.01 0.26 0.04
H -3.601277 -4.610239 -4.490083 0.09 -0.02 0.51
C -5.528696 2.906720 -3.367277 -1.85 0.82 0.32
O -6.213195 3.761674 -3.912940 0.90 -0.66 -0.12
N -4.560560 3.136058 -2.470629 1.08 -0.43 -0.44
C -4.018404 1.968191 -1.750845 -0.21 1.55 -0.10
C -4.054853 4.478723 -2.154882 -0.44 -0.91 0.12
H -5.771426 1.832812 -3.363653 -0.15 -0.07 -0.66
H -4.403729 1.041448 -2.176013 0.03 0.17 0.08
H -4.358797 2.097418 -0.723449 0.18 -0.49 0.35
H -2.928812 1.975947 -1.779662 0.09 -0.13 0.01
H -4.307402 4.613692 -1.103172 0.53 0.55 0.12
H -2.986299 4.511610 -2.367517 0.08 0.03 0.37
H -4.527231 5.266852 -2.741234 -0.28 -0.43 -0.05
C 0.156526 -2.163668 -3.005350 -0.19 0.53 -0.01
O 0.624729 -1.482541 -2.106060 -0.32 -0.11 -0.48
N -0.851622 -1.809687 -3.852341 -0.05 0.70 1.57
C -1.299467 -2.682354 -4.865344 0.04 -1.54 -0.67
C -1.479818 -0.481989 -3.883174 1.10 0.40 -0.13
H 0.561703 -3.167803 -3.204726 -0.22 -0.06 -0.19
H -2.386300 -2.759521 -4.834500 -0.06 0.39 -0.54
H -0.976351 -3.712618 -4.716186 0.27 -0.05 0.45
H -0.858123 -2.427745 -5.828928 -0.61 0.33 -0.33
H -1.267433 -0.088352 -4.877171 -0.07 0.27 -0.08
H -2.558426 -0.408469 -3.744226 -0.06 -0.78 0.15
H -1.021806 0.179005 -3.147383 0.13 -0.24 -0.01
C -1.235175 6.243844 -1.206906 -1.09 1.13 1.28
O -1.976477 6.785308 -0.349697 2.07 -1.59 -2.05
N -0.599173 5.055985 -1.130528 -0.05 -1.00 2.00
C 0.030032 4.355404 -2.243206 0.43 -0.12 0.86
C -0.646450 4.236833 0.131333 -0.19 0.75 -0.95
H -0.936883 6.689794 -2.168341 -0.58 0.50 -0.05
H -0.364285 3.339993 -2.203724 -0.30 -0.03 -0.71
H 1.086537 4.206651 -2.020106 0.26 0.23 -0.09
H -0.050164 4.846465 -3.213022 -0.36 -0.02 0.21
H 0.332137 4.107713 0.593723 0.25 0.15 -0.33
H -1.277473 4.724492 0.874363 -0.20 0.01 -0.30
H -0.995484 3.240477 -0.139897 -0.27 0.01 0.15
C -7.661477 0.116327 -0.959318 0.47 1.01 -0.44
O -8.061245 0.681068 -1.963718 -0.32 -0.41 0.61
N -6.685889 -0.793276 -0.930528 -0.33 -0.68 0.20
C -6.017521 -1.149807 0.338715 -0.98 0.75 -1.08
C -6.087126 -1.350225 -2.110718 0.57 -0.74 -0.05
H -7.918973 0.355878 0.083987 -0.71 0.35 -0.05
H -6.753847 -1.214328 1.139821 -0.03 -0.36 -0.05
H -5.398367 -0.284718 0.576141 0.78 -0.46 0.25
H -5.512295 -2.094532 0.137872 0.31 0.22 0.58
H -5.038875 -1.056374 -2.056651 0.31 -0.38 -0.50
H -6.190700 -2.431882 -2.024692 0.50 -0.18 0.01
H -6.490921 -1.143451 -3.101834 -0.40 0.85 0.51
C 1.218592 5.494046 3.078115 -2.43 -0.42 1.53
O 0.391646 5.669185 3.980485 1.18 -0.04 -0.78
N 2.007277 4.406462 2.992166 1.43 0.70 -0.57
C 2.791183 4.290435 1.747460 -0.75 -1.23 0.47
C 2.100721 3.352342 4.020176 -0.06 1.16 -0.96
H 1.213509 6.130704 2.179862 0.38 0.13 0.21
H 2.471892 3.327298 1.349301 0.28 -0.11 -0.57
H 3.874941 4.246612 1.855374 -0.01 0.28 0.32
H 2.480799 5.065731 1.046971 0.22 -0.02 0.15
H 1.761659 3.746198 4.978310 -0.14 -0.03 -0.17
H 1.480553 2.528301 3.667406 0.05 -0.33 0.31
H 3.146576 3.055673 4.099451 -0.04 -0.18 0.00
C -0.213970 -5.315126 -1.484295 0.05 -0.49 0.02
O -0.691707 -5.933306 -2.411724 -0.38 0.01 -0.46
N 1.096492 -5.099689 -1.305201 1.09 0.06 1.78
C 1.501584 -4.314822 -0.136586 1.41 1.18 -0.47
C 2.168766 -5.556761 -2.167861 -0.53 -0.60 -0.94
H -0.806032 -4.881040 -0.663791 -0.19 -0.01 -0.14
H 2.345568 -4.584319 0.498359 0.03 -1.84 -0.13
H 0.733363 -4.031831 0.583041 -0.28 0.03 -0.82
H 2.030996 -3.476924 -0.590167 -0.78 1.08 0.21
H 2.702129 -6.424307 -1.779305 0.09 0.17 0.43
H 1.754453 -5.915228 -3.110173 -0.33 0.09 0.06
H 2.875930 -4.777219 -2.451259 -0.04 0.26 0.45
C 1.445405 -0.375866 4.912466 1.16 -1.63 0.31
O 0.594200 0.055826 4.072254 -1.66 -0.32 -0.31
N 2.248456 -1.442875 4.719453 -1.39 0.62 0.87
C 2.250948 -2.175048 3.433428 -0.27 -0.33 0.55
C 2.794941 -2.237766 5.904217 1.36 0.90 -0.53
H 1.581241 0.131785 5.879949 -0.20 -0.17 -0.25
H 1.499019 -2.957094 3.538844 0.00 -0.22 -0.27
H 3.227599 -2.648483 3.332841 -0.09 0.13 -0.10
H 2.015745 -1.572384 2.556173 0.09 0.27 0.30
H 3.702953 -2.732499 5.559435 -0.21 -0.13 -0.32
H 3.201425 -1.609012 6.696390 -0.51 0.51 -0.11
H 2.171485 -2.997348 6.375839 -0.65 0.28 -0.62
```
Positions in Å, forces in eV/Å.



(2)
Density functional theory data (ωB97M-V with the def2-TZVPD basis set) for a cluster of 5 separate species, C30H72N2 in total at a distorted geometry.

As for the net charge: 0. The calculation puts the gap between HOMO and LUMO at 8.50 eV. For the energy above the lowest of the compared OMol25 structures with the same formula, charge and spin, the calculation gives 216.9 kJ/mol. Its HOMO energy is -0.2849 Eh. As for the SMILES: CCN(CC)CC.CCN(CC)CC.CCCCCC.CCCCCC.CCCCCC. For the lowest unoccupied orbital energy, the calculation gives 0.75 eV. The calculation puts the total energy at -35244.680 eV.

XYZ file:
```
104
Properties=species:S:1:pos:R:3:forces:R:3
C 3.605120 1.036265 5.736222 -10.37 -2.08 -0.72
C 3.481652 2.116586 4.748373 3.68 -2.38 -2.88
N 2.442742 1.918004 3.721818 -1.52 1.68 1.03
C 1.926205 3.171439 3.116159 -0.42 -1.06 0.46
C 2.853697 3.689245 2.048122 0.86 0.91 0.73
C 2.651979 0.866296 2.751413 -3.50 -1.29 3.65
C 1.482091 0.424601 1.876593 -0.50 2.23 0.20
H 3.276061 0.074507 5.172294 0.33 1.24 1.23
H 2.782836 1.140222 6.678948 2.03 -0.26 -2.52
H 4.420483 0.764566 6.128058 6.79 -1.14 2.87
H 4.616847 2.050758 4.320033 -2.10 0.55 -0.09
H 3.561368 2.945979 5.347822 -1.01 2.98 0.36
H 2.012636 3.874067 3.905836 -0.72 0.74 0.92
H 0.817359 3.062272 2.768376 1.95 0.16 0.62
H 2.768025 4.828136 2.007948 0.24 -1.64 -0.57
H 2.615377 3.139748 1.173819 -0.07 0.18 -1.54
H 3.901730 3.366994 2.313949 -0.87 0.76 -0.17
H 2.599984 -0.059444 3.367915 1.70 0.36 -0.35
H 3.503378 1.107935 2.257208 2.89 -0.24 -2.02
H 0.568286 0.185658 2.408111 0.39 -1.24 0.87
H 1.998210 -0.341512 1.343027 -0.80 -0.81 -1.01
H 0.960289 1.191692 1.305230 1.00 0.34 -1.13
C -1.000704 1.587960 -3.938086 0.18 5.34 -2.71
C -0.900972 2.984066 -3.236386 3.91 -1.33 0.43
N -0.665660 2.807512 -1.798519 -0.72 -1.93 -0.63
C 0.334133 3.529725 -1.107936 -2.73 3.34 -2.85
C -0.117959 5.044575 -0.988281 0.23 -1.33 3.42
C -1.858259 2.431270 -1.113814 -1.75 0.98 1.22
C -1.733428 1.961954 0.316751 -1.16 3.64 0.89
H -0.982048 1.976745 -5.004251 0.53 -1.16 0.60
H -1.969524 1.303669 -3.892655 -3.00 -1.57 0.68
H -0.313497 0.863174 -3.727243 1.90 -1.63 0.61
H -1.818196 3.465226 -3.443763 -0.95 1.13 -0.25
H 0.032616 3.550524 -3.691828 -2.01 -0.86 0.94
H 1.231779 3.387690 -1.636594 1.31 0.72 -1.35
H 0.622915 3.096125 -0.263659 0.32 -1.78 4.20
H 0.637500 5.555578 -0.370207 -0.45 0.23 -0.12
H -1.179357 5.296267 -0.608711 1.71 -0.96 -0.27
H -0.069766 5.406825 -1.931998 0.17 1.42 -2.98
H -2.356556 1.573812 -1.656000 -0.04 1.56 0.12
H -2.501492 3.370443 -0.776948 0.18 -1.26 -2.16
H -2.766188 1.990931 0.763610 0.86 -0.66 -0.55
H -1.299005 2.895172 0.847911 0.23 -2.14 -0.21
H -1.297113 1.024667 0.352603 1.32 -1.71 0.95
C -5.216091 -4.940302 -5.295575 -3.31 1.06 -0.34
C -5.599411 -3.795507 -4.260442 3.13 -5.06 1.85
C -4.319833 -3.300760 -3.630788 -2.19 4.75 -1.00
C -4.595297 -2.093676 -2.651000 -3.08 -1.29 1.33
C -3.511795 -1.633253 -1.691234 -0.81 1.19 0.23
C -2.200072 -1.350470 -2.430022 2.09 -0.69 3.33
H -4.870604 -4.370672 -6.178027 0.28 -0.92 0.23
H -6.193330 -5.454067 -5.570569 0.95 0.76 -0.12
H -4.638820 -5.795299 -5.001905 0.98 0.22 0.49
H -6.314838 -4.095509 -3.522057 -0.33 -0.64 0.61
H -6.041489 -3.077124 -4.752940 -2.22 3.90 -2.84
H -3.797996 -2.888514 -4.508666 0.85 -0.46 0.61
H -3.866818 -4.003795 -3.077152 2.10 -2.82 1.41
H -5.557291 -2.476691 -1.893546 2.37 1.23 -2.25
H -4.931869 -1.228590 -3.222034 -0.36 -0.07 -0.12
H -3.471803 -2.488926 -0.998306 0.71 0.75 0.34
H -3.893460 -0.635029 -1.137221 0.80 -2.41 -1.02
H -1.481499 -2.219894 -2.341006 -0.81 0.79 -0.26
H -1.637034 -0.491516 -1.988952 -0.41 -0.65 0.05
H -2.254653 -1.081642 -3.420717 -0.71 0.32 -2.45
C 3.325265 -2.714053 -1.991651 0.10 -1.63 11.91
C 2.809919 -1.398374 -1.581756 -0.95 4.28 -0.61
C 3.859705 -0.188503 -1.902286 -1.45 -1.44 -1.23
C 3.369354 1.160800 -1.464379 -1.07 -2.93 -6.76
C 4.211965 2.265509 -1.901989 1.65 1.20 -0.71
C 5.536089 2.536036 -1.199157 1.22 -4.50 0.66
H 3.343234 -2.817093 -2.877014 0.26 -1.23 -12.11
H 2.598552 -3.521708 -1.609844 1.29 0.88 -0.35
H 4.418134 -2.978440 -1.638587 -2.17 0.73 -0.18
H 2.529168 -1.359377 -0.532762 0.65 -0.04 0.42
H 1.722684 -1.007772 -1.980614 2.53 -1.42 0.03
H 4.281565 -0.134672 -2.954503 -1.30 -0.35 0.59
H 4.757568 -0.335693 -1.408585 1.84 -0.90 1.56
H 3.354847 1.150155 -0.507899 -0.70 0.12 6.74
H 2.329225 1.211781 -1.900642 0.78 0.55 0.65
H 3.435695 2.948026 -1.768498 -0.22 2.98 0.22
H 4.478369 2.295922 -2.949174 -0.46 -0.41 -0.59
H 6.470689 1.852731 -1.582864 -2.59 0.31 1.00
H 5.554406 2.498604 -0.106082 -0.33 -0.35 -0.04
H 6.100071 3.333974 -1.414243 0.84 4.17 -1.16
C 0.460065 -5.048153 3.349491 0.09 -1.57 0.39
C 0.036227 -3.652936 2.964156 -3.01 -1.63 -3.27
C -1.362432 -3.326045 3.393820 -2.64 0.40 -8.09
C -1.800404 -1.846537 3.108766 -0.76 -2.87 9.10
C -3.260312 -1.549576 3.575318 3.43 3.11 0.05
C -3.793007 -0.349400 2.759628 -0.42 0.47 1.09
H 1.288484 -5.496039 2.789432 -0.13 0.49 -0.56
H -0.426995 -5.797365 3.152635 1.67 1.38 1.10
H 0.964090 -5.035733 4.370868 -1.52 -0.33 -0.72
H -0.208969 -3.548823 1.844831 1.67 -0.24 1.06
H 0.635994 -2.894561 3.292054 2.07 1.88 0.67
H -1.540558 -3.457163 4.303693 -1.35 -1.54 8.03
H -2.201376 -4.023348 2.791488 2.25 1.38 1.46
H -1.701350 -1.713137 2.189600 1.15 1.94 -7.99
H -1.109596 -1.345933 3.791655 0.10 0.95 -0.72
H -3.291853 -1.609666 4.669751 -0.06 1.14 -0.06
H -3.787907 -2.347116 3.349628 -2.87 -3.95 -1.61
H -4.824315 -0.079613 2.953897 -0.50 -0.45 0.15
H -3.719848 -0.533460 1.702649 0.08 -0.43 -0.50
H -3.324009 0.620066 2.900055 0.77 -0.10 0.36
```
Positions in Å, forces in eV/Å.



Which of these has the lowest net charge?
C30H72N2



Look up the net charge of the first one.
+1



Which value of net charge does entry 2 give?
0



What is the net charge in the first record?
+1